Entry 1:
The following is a quantum chemistry calculation of a 2-piece molecular cluster, C6H12N2O overall at a distorted geometry, from the OMol25 dataset.

Calculated values
HOMO energy in eV: -8.1
LUMO energy in eV: 0.66
Orbital gap in eV: 8.7
Relative energy (zero: lowest compared OMol25 entry of this formula, charge and spin) in kcal/mol: 97.6
Structure (SMILES): C=CC(N)=O.C=C(C)N

Structure (XYZ):
```
21
C6H12N2O (ωB97M-V with the def2-TZVPD basis set)
C -2.0752 0.9787 -0.6642
C -1.2217 0.7505 0.3375
C -0.8847 -0.8189 1.0801
N -1.1665 -1.8277 0.1777
O -1.1172 -0.9708 2.2641
H -2.7956 1.7849 -0.6202
H -2.1261 0.3439 -1.5400
H -1.2203 1.4471 1.1708
H -1.3576 -1.5865 -0.7810
H -1.5103 -2.7071 0.5316
C 1.4469 1.6975 -0.2251
C 1.0647 0.3902 -0.1027
C 1.5188 -0.5798 -1.1684
N 1.0853 -0.2204 1.2074
H 1.2576 2.4050 0.5694
H 1.5814 2.1144 -1.2105
H 1.0372 -1.5549 -1.1138
H 1.3308 -0.1703 -2.1574
H 2.5768 -0.8130 -1.0388
H 1.4974 -1.1388 1.3383
H 1.0781 0.4761 1.9451
```

Need the Löwdin charges? In units of e they are: number 1, C, carries -0.03; number 2, C, carries -0.11; number 3, C, carries -0.56; number 4, N, carries 0.13; number 5, O, carries 0.00; number 6, H, carries 0.05; number 7, H, carries 0.04; number 8, H, carries 0.09; number 9, H, carries 0.08; number 10, H, carries 0.11; number 11, C, carries 0.04; number 12, C, carries -0.46; number 13, C, carries -0.06; number 14, N, carries 0.07; number 15, H, carries 0.06; number 16, H, carries 0.06; number 17, H, carries 0.06; number 18, H, carries 0.08; number 19, H, carries 0.09; number 20, H, carries 0.13; number 21, H, carries 0.12

---

Entry 2:
The following is a quantum chemistry calculation of C18H24N8Os as an isolated structure at a distorted geometry, from the OMol25 dataset.

Calculated values
HOMO energy (alpha / beta) in eV: -20.4 / -20.4
LUMO energy (alpha / beta) in eV: -16.48 / -16.45
Orbital gap (alpha / beta) in eV: 3.9 / 4.0
Relative energy (zero: lowest compared OMol25 entry of this formula, charge and spin) in kcal/mol: 0.0
Charge: +4

Structure (XYZ):
```
51
C18H24N8Os (ωB97M-V with the def2-TZVPD basis set)
Os 0.4242 -0.1320 0.0016
N 0.7881 1.8149 1.1039
C 1.6978 1.4493 2.2257
C 2.8859 0.7195 1.6599
N 2.4448 -0.4532 0.8485
C 2.5203 -1.7813 1.5372
C 1.1520 -2.2284 1.9785
N 0.2504 -2.2015 0.7901
H -0.0183 2.3244 1.4600
H 1.2798 2.4590 0.4819
H 2.0445 2.3361 2.7618
H 1.1444 0.8360 2.9381
H 3.4515 1.3992 1.0186
H 3.5552 0.4177 2.4667
H 3.1164 -0.5193 0.0896
H 2.9257 -2.5109 0.8331
H 3.1969 -1.7491 2.3921
H 1.2238 -3.2314 2.4055
H 0.7431 -1.5718 2.7473
H 0.6120 -2.8627 0.0982
H -0.6756 -2.5373 1.0424
N -2.7049 -0.3747 3.2574
C -1.5255 -0.3354 2.6160
N -1.3989 -0.1598 1.3261
C -2.5679 -0.0084 0.5754
N -2.4571 0.1478 -0.7144
N -1.2301 0.1637 -1.1811
C -1.0521 0.3538 -2.4593
C 0.2814 0.4526 -2.9561
C 0.5527 0.6821 -4.2962
C 1.8822 0.7933 -4.7126
C 2.8816 0.7018 -3.7651
C 2.5378 0.4871 -2.4232
N 1.2833 0.3490 -2.0205
C -3.8637 -0.0210 1.1883
C -5.0621 0.1631 0.5025
C -6.2538 0.1426 1.1973
C -6.2804 -0.0633 2.6064
C -5.1174 -0.2474 3.3086
C -3.9037 -0.2207 2.6167
H -2.7155 -0.5143 4.2668
H -0.6363 -0.4578 3.2214
H -1.9112 0.4665 -3.1152
H -0.2617 0.7665 -5.0053
H 2.1241 0.9520 -5.7566
H 3.9267 0.7859 -4.0342
H 3.3250 0.4285 -1.6834
H -5.0539 0.3198 -0.5666
H -7.1875 0.2850 0.6670
H -7.2293 -0.0676 3.1291
H -5.1338 -0.4017 4.3812
```

Need the Löwdin charges? In units of e they are: number 1, Os, carries 1.50; number 2, N, carries -0.05; number 3, C, carries -0.19; number 4, C, carries -0.14; number 5, N, carries -0.16; number 6, C, carries -0.14; number 7, C, carries -0.19; number 8, N, carries -0.07; number 9, H, carries 0.12; number 10, H, carries 0.12; number 11, H, carries 0.16; number 12, H, carries 0.11; number 13, H, carries 0.14; number 14, H, carries 0.15; number 15, H, carries 0.10; number 16, H, carries 0.15; number 17, H, carries 0.15; number 18, H, carries 0.16; number 19, H, carries 0.09; number 20, H, carries 0.13; number 21, H, carries 0.11; number 22, N, carries 0.22; number 23, C, carries -0.08; number 24, N, carries 0.01; number 25, C, carries -0.21; number 26, N, carries 0.17; number 27, N, carries -0.14; number 28, C, carries 0.06; number 29, C, carries -0.21; number 30, C, carries 0.09; number 31, C, carries 0.06; number 32, C, carries 0.08; number 33, C, carries -0.06; number 34, N, carries -0.02; number 35, C, carries -0.03; number 36, C, carries 0.04; number 37, C, carries 0.07; number 38, C, carries 0.07; number 39, C, carries 0.05; number 40, C, carries -0.11; number 41, H, carries 0.21; number 42, H, carries 0.13; number 43, H, carries 0.17; number 44, H, carries 0.16; number 45, H, carries 0.16; number 46, H, carries 0.15; number 47, H, carries 0.12; number 48, H, carries 0.14; number 49, H, carries 0.15; number 50, H, carries 0.15; number 51, H, carries 0.15

---

Entry 3:
The following is a quantum chemistry calculation of an isolated ion of composition C3H8NO2 and charge +1 at a distorted geometry, from the OMol25 dataset.

Calculated values
HOMO energy in eV: -14.5
LUMO energy in eV: -4.08
Orbital gap in eV: 10.4
Relative energy (zero: lowest compared OMol25 entry of this formula, charge and spin) in kcal/mol: 15.0
Structure (SMILES): [NH3+]CCC(=O)O
Charge: +1

Structure (XYZ):
```
14
C3H8NO2 (ωB97M-V with the def2-TZVPD basis set)
N 0.2573 0.8976 1.7858
C 0.4407 -0.2017 0.7579
C -0.5340 -0.0100 -0.3762
C -0.1643 -0.8273 -1.5992
O 0.3479 -1.9083 -1.4957
O -0.3633 -0.1698 -2.7390
H 0.9732 0.7631 2.5082
H -0.6259 0.8170 2.2982
H 0.4154 1.8626 1.4840
H 0.2371 -1.1363 1.2507
H 1.4721 -0.0896 0.4250
H -0.5866 1.0230 -0.7293
H -1.5726 -0.2038 -0.1094
H -0.2968 -0.8165 -3.4610
```

Need the Löwdin charges? In units of e they are: number 1, N, carries 0.19; number 2, C, carries -0.11; number 3, C, carries -0.09; number 4, C, carries -0.53; number 5, O, carries 0.14; number 6, O, carries 0.14; number 7, H, carries 0.18; number 8, H, carries 0.18; number 9, H, carries 0.18; number 10, H, carries 0.14; number 11, H, carries 0.15; number 12, H, carries 0.13; number 13, H, carries 0.14; number 14, H, carries 0.15

---

Entry 4:
The following is a quantum chemistry calculation of one molecule with the formula C4H8O2 at a distorted geometry, from the OMol25 dataset.

Calculated values
HOMO energy in eV: -7.0
LUMO energy in eV: 0.74
Orbital gap in eV: 7.7
Relative energy (zero: lowest compared OMol25 entry of this formula, charge and spin) in kcal/mol: 137.0

Structure (XYZ):
```
14
C4H8O2 (ωB97M-V with the def2-TZVPD basis set)
C -0.6711 -0.9203 -0.1396
C -1.5692 0.3081 -0.2498
O -0.6575 1.3436 -0.5307
C 0.4332 1.1909 0.2924
C 1.9972 -0.5072 0.1377
O 0.4613 -0.3226 0.5559
H -1.1233 -1.7364 0.4386
H -0.3334 -1.3039 -1.1079
H -2.2941 0.2683 -1.0627
H -2.0767 0.4968 0.7064
H 0.3511 1.5589 1.3174
H 1.2939 1.6391 -0.2150
H 2.3009 -1.3936 0.6929
H 1.8333 -0.7897 -0.9171
```

Need the Löwdin charges? In units of e they are: number 1, C, carries -0.09; number 2, C, carries -0.15; number 3, O, carries -0.07; number 4, C, carries -0.15; number 5, C, carries -0.04; number 6, O, carries -0.27; number 7, H, carries 0.14; number 8, H, carries 0.13; number 9, H, carries 0.13; number 10, H, carries 0.13; number 11, H, carries 0.14; number 12, H, carries 0.12; number 13, H, carries -0.02; number 14, H, carries 0.00

---

Entry 5:
The following is a quantum chemistry calculation of one molecule with the formula CH2F2N2 at a distorted geometry, from the OMol25 dataset.

Calculated values
HOMO energy in eV: -10.7
LUMO energy in eV: 0.81
Orbital gap in eV: 11.5
Relative energy (zero: lowest compared OMol25 entry of this formula, charge and spin) in kcal/mol: 41.4
Structure (SMILES): [H]/N=C(\F)NF

Structure (XYZ):
```
7
CH2F2N2 (ωB97M-V with the def2-TZVPD basis set)
H 0.6943 0.4880 -2.0061
N 0.2535 -0.1139 -1.3325
C 0.1334 0.1890 -0.1536
F 0.7538 1.4289 0.1542
N -0.5838 -0.2578 0.9017
F -1.2664 -1.4321 0.6987
H 0.0153 -0.3021 1.7377
```

Need the Löwdin charges? In units of e they are: number 1, H, carries 0.07; number 2, N, carries 0.19; number 3, C, carries -0.48; number 4, F, carries 0.00; number 5, N, carries 0.07; number 6, F, carries 0.00; number 7, H, carries 0.16

---

Entry 6:
The following is a quantum chemistry calculation of a 2-piece molecular cluster, CH3IO2S2 overall at a distorted geometry, from the OMol25 dataset.

Calculated values
HOMO energy (alpha / beta) in eV: -9.5 / -9.5
LUMO energy (alpha / beta) in eV: -1.51 / -1.51
Orbital gap (alpha / beta) in eV: 7.9 / 7.9
Relative energy (zero: lowest compared OMol25 entry of this formula, charge and spin) in kcal/mol: 55.4

Structure (XYZ):
```
9
CH3IO2S2 (ωB97M-V with the def2-TZVPD basis set)
C -1.6775 -0.0583 0.6355
O 1.0564 -0.0178 -2.4839
O -1.5926 0.6695 -0.3142
S 1.1667 -1.3710 0.2203
S 0.8479 0.5710 -1.2343
I 2.6607 2.1807 -0.7386
H 1.1652 -1.1160 1.6333
H -1.6684 -1.1907 0.6262
H -1.9584 0.3326 1.6557
```

Need the Löwdin charges? In units of e they are: number 1, C, carries -0.22; number 2, O, carries -0.56; number 3, O, carries -0.13; number 4, S, carries 0.28; number 5, S, carries 0.25; number 6, I, carries 0.37; number 7, H, carries -0.16; number 8, H, carries 0.07; number 9, H, carries 0.10